Entry i
Below is a cluster of 2 separate species, C2H8O in total, with properties calculated with ωB97M-V/def2-TZVPD.

Last column: Mulliken charge in e.
Element x y z (Å)
C1 0.84081 -0.07041 0.63387  -0.78
C2 0.83633 0.62290 -0.77052  -0.73
H1 1.08183 -1.14639 0.60588  0.24
H2 -0.18679 0.05011 1.01617  0.24
H3 1.53598 0.42785 1.33036  0.29
H4 1.81254 0.52485 -1.27451  0.30
H5 0.53708 1.68440 -0.78673  0.26
H6 0.08947 0.03818 -1.33346  0.19
O1 -2.46571 -0.82254 0.45398  -0.66
H7 -1.78229 -1.38808 0.02811  0.32
H8 -2.29925 0.07912 0.09684  0.32

Output
E_HOMO in eV: -11.43
LUMO energy in eV: 0.890
SMILES: CC.O
Gap between HOMO and LUMO in eV: 12.3
Molar mass in g mol⁻¹: 48.09
Multiplicity: 1

=====

Entry ii
Below is a cluster of 2 separate species, C2H8O in total, with properties calculated with ωB97M-V/def2-TZVPD.

Last column: Mulliken charge in e.
Element x y z (Å)
C1 0.54103 -3.07312 0.03508  -0.82
C2 0.96604 -2.23582 1.22031  -0.78
H1 -0.63091 -3.08711 -0.16319  0.23
H2 1.03628 -3.91759 -0.16760  0.36
H3 0.85554 -2.45910 -0.90651  0.22
H4 1.93641 -1.70654 1.33119  0.31
H5 0.08498 -1.65925 1.45260  0.25
H6 1.06113 -2.91369 2.05365  0.24
O1 -1.28083 4.83682 -1.13741  -0.62
H7 -1.24085 4.05588 -1.61050  0.31
H8 -1.89835 4.84647 -0.42274  0.32

Output
E_HOMO in eV: -11.05
LUMO energy in eV: 1.046
SMILES: CC.O
Gap between HOMO and LUMO in eV: 12.1
Molar mass in g mol⁻¹: 48.09
Multiplicity: 1

=====

Relative energies, kcal/mol: entry i 0.0; entry ii 20.7.

=====

Entry i
Below is a structure of composition C25H33O2SeTb, with properties calculated with ωB97M-V/def2-TZVPD.

Last column: Mulliken spin population.
Element x y z (Å)
O1 -0.25184 0.47454 -2.63919  0.08
C1 0.77788 0.46896 -3.76033  0.00
C2 0.26882 1.81976 -4.26468  0.00
H1 0.56992 -0.37322 -4.44432  0.00
H2 1.81693 0.46228 -3.37422  0.00
C3 -0.95822 1.58014 -3.37153  0.00
H3 -0.00701 1.93712 -5.31263  0.00
H4 0.89383 2.65617 -3.90075  0.00
C4 -2.10848 0.90711 -4.10640  0.00
H5 -1.81622 -0.04864 -4.56869  0.00
H6 -2.48634 1.56126 -4.89796  0.00
H7 -2.92239 0.70879 -3.39835  0.00
C5 -1.35320 2.77309 -2.51343  0.00
H8 -0.46111 3.34850 -2.24759  0.00
H9 -1.90396 2.47627 -1.60707  0.00
H10 -1.98890 3.41866 -3.13606  0.00
Tb1 0.32719 -0.65133 -0.64043  5.94
C6 1.08704 1.16797 1.10656  0.00
C7 2.16970 0.24844 0.99868  0.01
C8 2.73197 0.35784 -0.30624  0.00
H11 2.57156 -0.33775 1.82106  0.00
C9 2.00835 1.37102 -1.00016  -0.02
C10 0.97009 1.84633 -0.14668  0.00
H12 0.30489 2.67679 -0.37345  0.00
H13 0.55588 1.40560 2.02898  0.00
H14 3.59613 -0.18385 -0.69984  0.00
H15 2.31254 1.81059 -1.95100  0.00
C11 -1.37965 -0.92302 1.30277  -0.01
C12 -1.78263 0.30203 0.69808  0.00
C13 -2.28827 0.00900 -0.59929  -0.03
H16 -1.77970 1.28216 1.17845  0.00
C14 -2.18750 -1.40096 -0.81007  0.01
C15 -1.66295 -1.98110 0.38070  0.01
H17 -1.53682 -3.05039 0.55111  0.00
H18 -1.05434 -1.03857 2.33438  0.00
H19 -2.80550 0.70744 -1.25536  0.00
H20 -2.52216 -1.93979 -1.70034  0.00
O2 0.48563 -1.57165 -5.94278  0.00
C16 0.08307 -0.87303 -7.15097  0.00
C17 0.63098 -1.58064 -8.41291  0.00
H21 0.45509 0.16310 -7.05613  0.00
H22 -1.01794 -0.80128 -7.17233  0.00
C18 1.57997 -2.65897 -7.87934  0.00
H23 1.14884 -0.88380 -9.07850  0.00
H24 -0.16053 -2.03947 -9.01180  0.00
C19 1.35239 -2.66644 -6.34651  0.00
H25 2.61248 -2.40023 -8.12993  0.00
H26 1.39777 -3.64708 -8.30104  0.00
H27 2.31086 -2.51328 -5.82986  0.00
H28 0.90807 -3.61519 -5.99390  0.00
Se1 1.53176 -3.19240 0.20735  -0.01
C20 1.48999 -3.00548 2.08581  0.00
C21 0.31337 -3.21082 2.85087  0.00
C22 0.26312 -2.85686 4.19416  0.00
C23 1.41396 -2.37784 4.83998  0.00
C24 2.61552 -2.26350 4.12749  0.00
C25 2.66030 -2.59854 2.77872  0.00
H29 -0.57563 -3.60128 2.35350  0.00
H30 -0.66628 -2.99070 4.75628  0.00
H31 1.39377 -2.16202 5.90721  0.00
H32 3.52870 -1.93949 4.62926  0.00
H33 3.58758 -2.48187 2.21284  0.00

Output
E_HOMO (spin up / spin down) in eV: -6.82 / -6.87
LUMO energy (spin up / spin down) in eV: 0.223 / 0.259
Gap between HOMO and LUMO (spin up / spin down) in eV: 7.0 / 7.1
Molar mass in g mol⁻¹: 603.42
<S²>: 12.71
Multiplicity: 7

=====

Entry ii
Below is a structure of composition C25H33O2SeTb, with properties calculated with ωB97M-V/def2-TZVPD.

Last column: Mulliken spin population.
Element x y z (Å)
O1 -0.77017 2.36729 -1.84385  0.02
C1 0.27109 3.19192 -2.50704  0.00
C2 -0.51395 4.48539 -2.30612  0.00
H1 0.28809 2.84770 -3.55560  0.00
H2 1.30159 3.11074 -2.10565  0.00
C3 -1.69912 3.54570 -1.82164  0.00
H3 -0.70632 4.98005 -3.28349  0.00
H4 -0.07141 5.18767 -1.63461  0.00
C4 -2.64825 3.44119 -3.00746  0.00
H5 -2.12761 3.22295 -3.95491  0.00
H6 -3.27186 4.34844 -3.18020  0.00
H7 -3.33087 2.62660 -2.82277  0.00
C5 -2.31501 3.57902 -0.38984  0.00
H8 -1.70050 4.15145 0.34553  0.00
H9 -2.42614 2.53459 0.01409  0.00
H10 -3.29754 4.08934 -0.29826  0.00
Tb1 0.33863 -0.54051 0.09590  5.99
C6 0.89451 0.93210 2.16399  -0.01
C7 1.96444 0.02326 1.90146  -0.03
C8 2.63927 0.46096 0.72287  0.04
H11 2.34167 -0.66613 2.64539  0.01
C9 1.99166 1.66764 0.30563  -0.02
C10 0.93149 1.96480 1.21355  -0.02
H12 0.38250 2.91095 1.23810  0.00
H13 0.22811 0.85047 3.01088  0.01
H14 3.58705 0.06688 0.35671  0.00
H15 2.35919 2.35351 -0.45626  0.00
C11 -1.21252 -0.87935 2.02582  0.01
C12 -1.84220 0.30012 1.54433  0.01
C13 -2.59918 -0.05089 0.39344  -0.03
H16 -1.89103 1.25205 2.06121  0.01
C14 -2.40238 -1.44236 0.14498  0.02
C15 -1.54492 -1.95743 1.15767  -0.02
H17 -1.27650 -3.00651 1.27845  0.00
H18 -0.56802 -0.96707 2.88934  -0.01
H19 -3.32130 0.58463 -0.12033  0.00
H20 -2.94176 -2.04804 -0.58639  0.00
O2 0.53658 -1.21815 -2.21610  0.03
C16 -0.13813 -1.27135 -3.53050  0.00
C17 0.56698 -2.23287 -4.51315  0.00
H21 -0.28595 -0.30181 -3.97756  0.00
H22 -1.11233 -1.66789 -3.28325  0.00
C18 1.32646 -3.15213 -3.57230  0.00
H23 1.23218 -1.73058 -5.21601  0.00
H24 -0.12400 -2.79755 -5.13995  0.00
C19 1.12763 -2.53945 -2.14396  0.00
H25 2.37441 -3.22305 -3.87040  0.00
H26 0.93482 -4.18134 -3.58319  0.00
H27 2.05906 -2.53402 -1.54230  0.00
H28 0.38214 -3.15532 -1.62031  0.00
Se1 1.50221 -2.81393 1.23725  -0.01
C20 1.43785 -2.87082 3.12312  0.00
C21 0.28652 -3.18195 3.88658  0.00
C22 0.08188 -2.49653 5.07256  0.00
C23 1.16770 -1.81833 5.65046  0.00
C24 2.44450 -1.92941 5.08120  0.00
C25 2.60712 -2.58661 3.87035  0.00
H29 -0.44376 -3.89315 3.52710  0.00
H30 -0.91117 -2.43395 5.53020  0.00
H31 1.00955 -1.18632 6.53513  0.00
H32 3.30396 -1.48479 5.58392  0.00
H33 3.59307 -2.81781 3.47618  0.00

Output
E_HOMO (spin up / spin down) in eV: -6.72 / -6.75
LUMO energy (spin up / spin down) in eV: 0.309 / 0.312
Gap between HOMO and LUMO (spin up / spin down) in eV: 7.0 / 7.1
Molar mass in g mol⁻¹: 603.42
<S²>: 12.72
Multiplicity: 7

=====

Relative energies, kcal/mol: entry i 0.0; entry ii 50.6.

=====

Entry i
Below is the ion C3H8IN2S with charge +1, with properties calculated with ωB97M-V/def2-TZVPD.

Last column: Mulliken charge in e.
Element x y z (Å)
C1 0.84415 -0.71807 -0.09624  0.15
C2 2.50957 0.81607 -0.87060  -0.74
C3 -2.94653 -0.18039 0.44009  -0.70
N1 -0.32448 -1.05369 0.36438  -0.30
N2 1.41300 0.41961 -0.15103  -0.11
S1 -1.50485 -0.17654 1.42852  0.03
I1 -4.08368 1.08674 1.76906  0.18
H1 1.24830 -1.47497 -0.73762  0.29
H2 2.94377 1.40785 -0.14643  0.31
H3 2.25183 1.57055 -1.72809  0.28
H4 3.11826 -0.04345 -1.26342  0.33
H5 -3.58846 -1.10214 0.49385  0.38
H6 -2.59526 0.35750 -0.53666  0.34
H7 -0.43896 -2.02084 0.51704  0.30
H8 1.15334 1.11177 0.51717  0.26

Output
E_HOMO in eV: -13.14
LUMO energy in eV: -3.602
Charge: +1
Gap between HOMO and LUMO in eV: 9.5
Molar mass in g mol⁻¹: 231.08
Multiplicity: 1

=====

Entry ii
Below is the ion C3H8IN2S with charge +1, with properties calculated with ωB97M-V/def2-TZVPD.

Last column: Mulliken charge in e.
Element x y z (Å)
C1 -1.24484 2.46030 -0.08979  -0.79
N1 -0.86484 1.07697 0.06582  -0.13
C2 -0.72003 0.22398 -0.90134  0.26
N2 -0.35317 -1.03249 -0.72078  -0.20
S1 -0.08192 -1.75726 0.81819  -0.06
C3 2.03410 -2.13178 0.69878  -0.77
I1 2.60871 -2.98520 2.52678  0.24
H1 -1.84111 2.76647 0.76883  0.31
H2 -1.83289 2.59552 -0.99740  0.31
H3 -0.35946 3.09876 -0.14742  0.32
H4 -0.65728 0.75423 1.00867  0.21
H5 -0.91926 0.55090 -1.91673  0.32
H6 -0.31441 -1.64845 -1.52372  0.27
H7 2.45345 -1.15232 0.53668  0.36
H8 2.09294 -2.81963 -0.12656  0.37

Output
E_HOMO in eV: -12.95
LUMO energy in eV: -3.952
Charge: +1
SMILES: C/[NH+]=C/NSCI
Gap between HOMO and LUMO in eV: 9.0
Molar mass in g mol⁻¹: 231.08
Multiplicity: 1

=====

Relative energies, kcal/mol: entry i 19.4; entry ii 0.0.